Record 1
Here is the molecule C13H25NO5 from OMol25. Energies are from the ωB97M-V functional and the def2-TZVPD basis.

Summary:
SMILES ... CCCCOC(=O)N1CCOCCOCCOCC1
LUMO energy ... 0.92 eV
Orbital gap ... 9.9007 eV

Last column: Löwdin charge in e.
CARTESIAN COORDINATES (ANGSTROEM)
C -3.401 -1.633 0.240  -0.105
C -2.638 -0.350 0.544  -0.261
C -3.226 0.843 -0.208  -0.176
C -2.543 2.160 0.155  -0.164
O -1.186 2.169 -0.277  -0.003
C -0.244 2.002 0.680  -0.549
O -0.483 1.952 1.866  0.074
N 0.996 1.914 0.147  -0.031
C 1.188 1.966 -1.287  -0.096
C 0.733 0.690 -2.009  -0.176
O 1.841 -0.175 -2.203  -0.149
C 1.503 -1.534 -2.356  -0.181
C 1.556 -2.301 -1.029  -0.193
O 0.619 -1.750 -0.130  -0.162
C 0.799 -2.116 1.228  -0.165
C 1.173 -0.927 2.129  -0.164
O 2.512 -0.495 2.002  -0.128
C 2.813 0.379 0.933  -0.164
C 2.142 1.765 1.021  -0.093
H -4.444 -1.540 0.539  0.071
H -3.369 -1.853 -0.825  0.073
H -2.964 -2.471 0.776  0.064
H -2.669 -0.149 1.617  0.119
H -1.592 -0.484 0.263  0.085
H -4.288 0.940 0.032  0.118
H -3.134 0.682 -1.284  0.118
H -3.030 2.997 -0.354  0.127
H -2.570 2.321 1.238  0.123
H 2.250 2.113 -1.487  0.136
H 0.626 2.817 -1.683  0.127
H -0.039 0.192 -1.417  0.107
H 0.310 0.950 -2.990  0.131
H 2.244 -1.968 -3.034  0.129
H 0.508 -1.636 -2.803  0.129
H 2.572 -2.232 -0.620  0.129
H 1.328 -3.362 -1.218  0.131
H -0.156 -2.521 1.586  0.121
H 1.565 -2.893 1.317  0.127
H 0.471 -0.106 1.970  0.102
H 1.086 -1.260 3.167  0.133
H 3.897 0.497 1.001  0.128
H 2.572 -0.065 -0.036  0.098
H 2.874 2.535 0.759  0.126
H 1.799 1.940 2.044  0.133

---

Record 2
Here is a structure of composition C25H35N2Re from OMol25. Energies are from the ωB97M-V functional and the def2-TZVPD basis.

Summary:
Total charge ... +1
LUMO energy (alpha / beta) ... -2.03 / -3.79 eV
Spin multiplicity ... 4
Orbital gap (alpha / beta) ... 6.7723 / 7.0576 eV

Last column: Löwdin charge in e.
CARTESIAN COORDINATES (ANGSTROEM)
C 1.248 -2.129 0.848  -0.341
C 1.733 -1.412 -0.301  -0.332
C 0.763 -1.537 -1.353  -0.334
C -0.318 -2.359 -0.864  -0.346
C -0.037 -2.695 0.515  -0.357
Re -0.170 -0.654 0.309  1.552
C -1.972 1.437 -1.441  -0.499
C -1.892 0.789 -0.043  -0.279
H -1.814 1.536 0.765  0.108
C -2.352 -0.515 0.299  -0.172
H -2.936 -1.087 -0.423  0.061
H -2.618 -0.720 1.341  0.053
C -2.908 2.657 -1.410  -0.032
H -2.530 3.435 -0.741  0.093
H -3.001 3.081 -2.414  0.088
H -3.904 2.355 -1.068  0.095
C -2.550 0.480 -2.492  -0.038
H -1.930 -0.412 -2.640  0.054
H -3.557 0.158 -2.198  0.099
H -2.633 0.986 -3.465  0.087
C 3.077 -0.770 -0.414  -0.022
H 3.281 -0.114 0.442  0.074
H 3.870 -1.533 -0.441  0.102
H 3.148 -0.165 -1.322  0.072
C 0.971 -1.105 -2.771  0.000
H 1.517 -0.156 -2.806  0.067
H 1.553 -1.859 -3.324  0.109
H 0.021 -0.965 -3.297  0.073
C -1.384 -2.972 -1.724  -0.012
H -1.450 -2.463 -2.692  0.074
H -1.141 -4.025 -1.925  0.105
H -2.366 -2.944 -1.240  0.077
C -0.876 -3.546 1.419  -0.011
H -1.921 -3.566 1.092  0.087
H -0.486 -4.572 1.421  0.102
H -0.855 -3.179 2.453  0.079
C 2.014 -2.325 2.120  -0.014
H 1.344 -2.464 2.975  0.080
H 2.664 -3.209 2.051  0.104
H 2.657 -1.461 2.324  0.076
C 0.485 1.961 -0.931  -0.095
C -0.562 1.913 -1.852  -0.187
C 1.787 2.263 -1.330  -0.100
C -0.319 2.320 -3.169  -0.028
H 0.294 1.751 0.138  0.061
C 2.039 2.604 -2.660  -0.085
H 2.586 2.257 -0.587  0.102
C 0.976 2.650 -3.575  -0.064
H -1.150 2.386 -3.882  0.117
H 3.054 2.858 -2.978  0.111
H 1.150 2.965 -4.606  0.111
C 1.686 2.091 4.900  -0.001
N 0.811 1.324 4.034  -0.110
C -0.345 0.656 4.430  -0.021
C -0.854 0.057 3.326  -0.092
N -0.017 0.345 2.253  -0.090
C 0.991 1.108 2.716  -0.100
H 1.142 2.919 5.374  0.106
H 2.097 1.461 5.703  0.105
H 2.514 2.499 4.312  0.099
H -0.711 0.647 5.437  0.130
H -1.736 -0.556 3.225  0.106
H 1.823 1.517 2.155  0.144

---

Record 3
Here is a structure of composition C30H27MoN2O3P2S2 from OMol25. Energies are from the ωB97M-V functional and the def2-TZVPD basis.

Summary:
Total charge ... +1
LUMO energy (alpha / beta) ... -3.38 / -4.68 eV
Spin multiplicity ... 3
Orbital gap (alpha / beta) ... 7.1361 / 5.9067 eV

Last column: Löwdin charge in e.
CARTESIAN COORDINATES (ANGSTROEM)
Mo -0.325 -0.379 -1.882  1.187
S 0.149 2.046 -1.601  0.433
P -0.329 1.555 0.326  0.524
C -0.514 -0.165 0.186  -0.656
P 0.793 -1.202 0.611  0.459
S 2.243 -0.810 -0.738  0.401
C 1.385 -1.124 2.294  -0.361
C 2.698 -0.778 2.579  -0.090
C 3.090 -0.618 3.904  -0.065
C 2.174 -0.800 4.932  -0.064
C 0.856 -1.145 4.647  -0.063
C 0.458 -1.302 3.327  -0.087
C 0.164 -2.859 0.266  -0.332
C 0.411 -3.958 1.071  -0.054
C -0.048 -5.220 0.688  -0.048
C -0.742 -5.386 -0.500  -0.056
C -0.981 -4.293 -1.328  -0.047
C -0.521 -3.056 -0.931  -0.131
C 0.933 2.096 1.477  -0.342
C 0.635 2.172 2.841  -0.069
C 1.624 2.538 3.742  -0.068
C 2.904 2.837 3.287  -0.069
C 3.200 2.768 1.934  -0.063
C 2.217 2.392 1.025  -0.110
C -1.869 2.319 0.832  -0.367
C -2.170 3.617 0.428  -0.082
C -3.361 4.204 0.827  -0.062
C -4.247 3.496 1.630  -0.061
C -3.947 2.202 2.036  -0.059
C -2.758 1.609 1.633  -0.093
H 3.405 -0.621 1.774  0.081
H 4.114 -0.347 4.132  0.115
H 2.486 -0.671 5.962  0.114
H 0.143 -1.286 5.451  0.112
H -0.572 -1.555 3.097  0.116
H 0.957 -3.834 2.000  0.112
H 0.143 -6.077 1.325  0.115
H -1.103 -6.365 -0.789  0.115
H -1.518 -4.412 -2.258  0.118
H -0.769 -2.250 -1.612  0.024
H -0.364 1.951 3.197  0.111
H 1.395 2.601 4.800  0.115
H 3.671 3.135 3.993  0.113
H 4.197 3.009 1.583  0.113
H 2.444 2.323 -0.028  0.066
H -1.482 4.165 -0.206  0.099
H -3.603 5.211 0.505  0.111
H -5.182 3.951 1.930  0.111
H -4.648 1.648 2.649  0.111
H -2.532 0.586 1.912  0.102
C 1.259 -0.950 -5.989  0.020
C 0.506 -0.613 -4.753  -0.210
N 0.790 -1.060 -3.569  -0.157
O 1.768 -2.011 -3.542  -0.044
C -0.726 0.228 -4.765  -0.222
C -1.373 0.826 -5.960  0.021
N -1.199 0.285 -3.585  -0.216
O -2.420 0.818 -3.278  -0.025
H 1.771 -1.899 -5.892  0.088
H 2.011 -0.178 -6.178  0.115
H 0.591 -0.981 -6.849  0.093
H 2.129 -1.925 -2.625  -0.022
H -0.620 1.270 -6.612  0.100
H -2.083 1.591 -5.659  0.093
H -1.908 0.063 -6.530  0.110
O -3.386 0.368 -1.267  0.116
C -2.414 0.249 -1.903  -0.441

---

Record 4
Here is a structure of composition C8H8O5STeY from OMol25. Energies are from the ωB97M-V functional and the def2-TZVPD basis.

Summary:
Total charge ... +1
LUMO energy ... -4.98 eV
Orbital gap ... 6.1580 eV

Last column: Löwdin charge in e.
CARTESIAN COORDINATES (ANGSTROEM)
Y 0.747 -0.787 -1.146  1.520
O 2.654 2.865 0.699  0.209
C 2.085 1.721 0.395  -0.504
O 1.804 1.377 -0.738  -0.085
C 1.751 0.878 1.586  -0.069
O 1.620 -0.490 1.180  -0.223
C 2.896 -1.196 1.140  -0.065
C 3.600 -0.877 -0.154  -0.567
O 4.701 -0.432 -0.200  0.174
O 2.784 -1.137 -1.215  -0.246
H 2.774 3.378 -0.123  0.172
H 2.492 0.964 2.377  0.159
H 0.780 1.210 1.950  0.146
H 3.547 -0.943 1.972  0.148
H 2.638 -2.251 1.180  0.145
Te -1.270 1.277 -0.854  0.847
C -3.013 0.146 -1.071  -1.113
C -3.868 -0.268 -0.100  -0.253
C -5.000 -0.986 -0.621  -0.180
C -4.963 -1.096 -1.973  -0.405
S -3.560 -0.340 -2.605  0.909
H -3.716 -0.061 0.951  0.098
H -5.800 -1.383 -0.012  0.108
H -5.683 -1.570 -2.622  0.074

---

Record 5
Here is a structure of composition C33H27BClN8O2Pt from OMol25. Energies are from the ωB97M-V functional and the def2-TZVPD basis.

Summary:
LUMO energy (alpha / beta) ... 0.29 / -0.78 eV
Spin multiplicity ... 2
Orbital gap (alpha / beta) ... 7.8523 / 6.8019 eV

Last column: Löwdin charge in e.
CARTESIAN COORDINATES (ANGSTROEM)
Pt 0.098 0.045 0.550  1.408
C 2.258 0.709 4.392  -0.040
C 1.683 1.185 3.211  -0.126
N 1.270 0.167 2.471  -0.033
N 1.534 -0.969 3.153  0.030
C 2.145 -0.663 4.313  -0.053
B 1.140 -2.289 2.458  -0.639
N 1.792 -2.275 1.034  0.026
C 2.925 -2.842 0.599  -0.058
C 3.090 -2.540 -0.738  -0.023
C 2.000 -1.738 -1.056  -0.095
N 1.219 -1.590 0.014  -0.090
N -0.403 -2.331 2.292  0.018
C -1.232 -3.364 2.516  -0.047
C -2.495 -3.012 2.089  -0.035
C -2.349 -1.718 1.589  -0.107
N -1.092 -1.310 1.733  -0.072
N 1.581 -3.541 3.191  -0.022
C 1.713 -4.794 2.682  -0.110
C 1.862 -5.663 3.731  -0.062
C 1.794 -4.839 4.871  -0.149
N 1.614 -3.573 4.544  0.076
H 2.686 1.282 5.195  0.096
H 1.533 2.195 2.867  0.114
H 2.415 -1.444 5.000  0.103
H 3.531 -3.431 1.265  0.129
H 3.889 -2.852 -1.388  0.102
H 1.732 -1.263 -1.985  0.111
H -0.875 -4.268 2.982  0.123
H -3.391 -3.604 2.137  0.098
H -3.071 -1.057 1.139  0.109
H 1.673 -4.978 1.621  0.123
H 2.001 -6.729 3.684  0.092
H 1.868 -5.116 5.911  0.102
C 3.287 6.155 -0.951  -0.097
C 2.355 5.560 -1.792  -0.081
C 1.924 4.264 -1.568  -0.037
C 2.423 3.519 -0.495  -0.210
C 3.346 4.140 0.351  -0.047
C 3.778 5.438 0.128  -0.090
C 1.979 2.163 -0.115  -0.090
C 1.147 1.273 -0.676  -0.241
C 0.899 1.148 -2.137  -0.265
C 1.913 1.494 -3.042  -0.062
C 1.755 1.317 -4.404  -0.078
C 0.584 0.762 -4.906  -0.091
C -0.415 0.380 -4.026  -0.076
C -0.256 0.561 -2.658  -0.056
H 3.613 7.172 -1.128  0.099
H 1.952 6.116 -2.630  0.102
H 1.174 3.838 -2.218  0.110
H 3.733 3.586 1.200  0.108
H 4.494 5.890 0.804  0.100
H 2.328 1.904 0.879  0.061
H 2.843 1.894 -2.661  0.118
H 2.555 1.602 -5.076  0.103
H 0.461 0.616 -5.972  0.100
H -1.331 -0.060 -4.400  0.104
H -1.057 0.271 -1.992  0.073
Cl -6.267 5.618 2.136  0.662
C -5.052 4.469 1.662  -0.665
C -3.975 4.238 2.503  -0.095
C -3.008 3.323 2.119  -0.007
C -3.128 2.642 0.914  -0.132
C -4.217 2.885 0.085  -0.007
C -5.183 3.807 0.451  -0.096
C -2.116 1.625 0.505  -0.586
O -2.356 0.787 -0.370  -0.017
O -0.986 1.666 1.130  -0.160
H -3.900 4.769 3.441  0.105
H -2.152 3.131 2.751  0.119
H -4.294 2.343 -0.848  0.121
H -6.031 4.012 -0.186  0.105

---

Record 6
Here is the molecule C20H20ClN3O4 from OMol25. Energies are from the ωB97M-V functional and the def2-TZVPD basis.

Summary:
SMILES ... O=C(c1ccco1)N1CCN(C(=O)[C@H]2CC(=O)N(c3ccc(Cl)cc3)C2)CC1
LUMO energy ... 0.48 eV
Orbital gap ... 8.9563 eV

Last column: Löwdin charge in e.
CARTESIAN COORDINATES (ANGSTROEM)
O -5.249 -0.600 1.360  0.087
C -4.718 0.462 1.096  -0.378
C -5.410 1.750 1.356  -0.190
C -5.042 2.877 2.048  -0.022
C -6.189 3.699 2.102  -0.049
C -7.167 3.014 1.447  -0.104
O -6.709 1.839 1.007  0.080
N -3.469 0.526 0.566  -0.045
C -2.736 1.704 0.174  -0.111
C -1.483 1.835 1.048  -0.103
N -0.688 0.626 0.936  -0.045
C 0.517 0.693 0.325  -0.417
O 0.974 1.751 -0.067  0.064
C 1.283 -0.616 0.148  -0.182
C 0.784 -1.416 -1.058  -0.024
C 2.035 -2.078 -1.625  -0.421
O 2.033 -2.997 -2.409  0.085
N 3.117 -1.437 -1.103  0.018
C 4.458 -1.687 -1.418  -0.178
C 5.430 -0.722 -1.154  -0.016
C 6.759 -0.963 -1.445  -0.103
C 7.132 -2.173 -2.005  -0.683
Cl 8.795 -2.476 -2.366  0.664
C 6.178 -3.140 -2.279  -0.094
C 4.850 -2.900 -1.985  0.004
C 2.749 -0.350 -0.214  -0.091
C -1.427 -0.554 1.324  -0.107
C -2.685 -0.684 0.453  -0.102
H -4.087 3.087 2.486  0.110
H -6.269 4.661 2.565  0.103
H -8.189 3.255 1.234  0.125
H -3.363 2.590 0.259  0.115
H -2.426 1.591 -0.872  0.138
H -0.868 2.674 0.720  0.125
H -1.771 1.973 2.095  0.129
H 1.232 -1.215 1.060  0.148
H 0.030 -2.166 -0.828  0.123
H 0.385 -0.753 -1.831  0.145
H 5.159 0.232 -0.732  0.106
H 7.504 -0.211 -1.238  0.106
H 6.472 -4.080 -2.718  0.107
H 4.111 -3.651 -2.206  0.105
H 3.394 -0.342 0.667  0.139
H 2.822 0.621 -0.720  0.131
H -0.822 -1.451 1.235  0.112
H -1.733 -0.440 2.371  0.139
H -3.304 -1.518 0.789  0.127
H -2.399 -0.837 -0.593  0.133

---

Record 7
Here is the ion C3H7N2 with charge +1 from OMol25. Energies are from the ωB97M-V functional and the def2-TZVPD basis.

Summary:
SMILES ... CC=[N+]=NC
Total charge ... +1
LUMO energy ... -5.92 eV
Orbital gap ... 9.6243 eV

Last column: Löwdin charge in e.
CARTESIAN COORDINATES (ANGSTROEM)
C -2.211 0.122 0.350  -0.041
C -1.170 -0.540 -0.401  0.032
N 0.203 -0.533 -0.002  0.148
N 1.463 -0.575 0.376  0.102
C 2.412 0.324 -0.072  -0.073
H -2.856 -0.636 0.809  0.119
H -2.857 0.661 -0.351  0.115
H -1.829 0.795 1.112  0.103
H -1.333 -1.166 -1.263  0.138
H 3.051 -0.225 -0.784  0.132
H 2.044 1.239 -0.543  0.107
H 3.082 0.535 0.770  0.118

---

Record 8
Here is a cluster of 2 separate species, C12H17N in total from OMol25. Energies are from the ωB97M-V functional and the def2-TZVPD basis.

Summary:
SMILES ... CCc1c[nH]c2ccccc12.CC
LUMO energy ... 0.95 eV
Orbital gap ... 8.9366 eV

Last column: Löwdin charge in e.
CARTESIAN COORDINATES (ANGSTROEM)
C -1.143 -1.539 -2.123  -0.104
C -1.349 -2.498 -0.946  -0.199
C -0.322 -2.286 0.101  -0.226
C 0.654 -3.145 0.436  -0.037
N 1.474 -2.532 1.396  0.070
C 0.927 -1.310 1.682  -0.228
C 1.319 -0.433 2.686  -0.023
C 0.569 0.719 2.830  -0.102
C -0.417 1.066 1.904  -0.105
C -0.820 0.178 0.926  -0.034
C -0.229 -1.084 0.883  -0.113
H -0.103 -1.335 -2.382  0.079
H -1.607 -0.555 -2.059  0.056
H -1.539 -1.999 -3.030  0.065
H -2.372 -2.416 -0.570  0.116
H -1.312 -3.504 -1.368  0.105
H 0.799 -4.151 0.077  0.121
H 1.918 -3.050 2.136  0.146
H 2.141 -0.713 3.334  0.108
H 0.641 1.313 3.735  0.100
H -0.965 1.985 2.060  0.098
H -1.514 0.400 0.121  0.104
C 0.459 2.631 -1.711  -0.178
C 0.424 4.074 -1.282  -0.182
H 0.815 1.913 -0.979  0.058
H -0.521 2.308 -2.087  0.060
H 0.951 2.511 -2.674  0.057
H -0.325 4.202 -0.476  0.060
H 1.222 4.406 -0.603  0.063
H 0.227 4.847 -2.019  0.062

---

F_max across the listed records, respectively: 0.013; 0.169; 0.053; 0.028; 0.009; 0.019; 0.169; 0.053 hartree/bohr.
Relative energy (zero: lowest compared OMol25 entry of this formula, charge and spin) across the listed records, respectively: 0.7; 1.3; 43.3; 18.3; 0.0; 22.0; 84.2; 21.7 kcal per mole.